Entry from OMol25: the molecule C4H6N2O (ωB97M-V/def2-TZVPD).

## Properties
- Highest occupied orbital energy: -0.32295 Eh
- Orbital gap: 9.50 eV
- LUMO energy: 0.717 eV
- 2S+1: 1
- SMILES: NC1=CC(=O)NC1
- E_tot: -340.7568 Eh
- Relative energy (zero: lowest compared OMol25 entry of this formula, charge and spin): 23.92 kcal per mole

CARTESIAN COORDINATES (ANGSTROEM)
N: 0.58734 -1.22073 -1.56752
C: 0.01997 -0.40494 -0.62833
C: 0.85075 0.59775 0.14986
N: -0.16692 1.55725 0.58353
C: -1.15062 0.60793 0.97444
O: -1.57485 0.51755 2.10509
C: -1.22965 -0.36977 -0.12888
H: 1.59374 -1.28183 -1.58185
H: 0.12070 -2.09744 -1.74740
H: 1.71375 1.02792 -0.36199
H: 0.12973 2.08202 1.39983
H: 1.14046 0.06221 1.07287
H: -2.03441 -1.07793 -0.26966

These are the Mulliken partial charges, in e, on atoms 1 to 2: atom 1 (N): -0.485, atom 2 (C): 0.438